Run A
14
Properties=species:S:1:pos:R:3:mulliken_charge:R:1 method="wB97M-V/def2-TZVPD" orbital_gap_ev=10.97 e_lumo_ev=0.928 e_homo_ev=-10.043
C -1.0135 -0.9989 -1.0589 -1.03
C -0.9428 -0.3059 0.4364 -0.30
C -1.4897 1.0424 0.1439 -0.65
C 0.5952 -0.4981 1.0661 -0.42
H -0.5899 -0.1688 -1.7419 0.30
H -0.3420 -2.0182 -1.2617 0.25
H -2.0760 -0.9001 -1.1985 0.41
H -1.5642 -0.9987 1.0177 0.29
H -2.4999 0.5646 -0.4206 0.21
H -2.0074 1.7788 1.1168 0.27
H -0.7555 1.7204 -0.5140 0.22
H 0.6835 0.4933 1.8923 0.26
H 0.8781 -1.5025 1.4499 0.37
Cl 1.4928 0.3291 -0.2274 -0.19

Run B
14
Properties=species:S:1:pos:R:3:mulliken_charge:R:1 method="wB97M-V/def2-TZVPD" orbital_gap_ev=10.81 e_lumo_ev=0.619 e_homo_ev=-10.188
C 1.7528 -0.8478 0.1333 -0.70
C 0.6635 -0.0865 -0.6227 -0.89
C -0.6976 -0.1660 0.2256 0.14
C -1.5524 1.0534 -0.1253 -1.02
H 3.0486 -0.4442 0.3260 0.28
H 1.0688 -0.5912 1.4093 0.16
H 1.6419 -2.0104 -0.2596 0.20
H 0.3890 -0.2715 -1.6635 0.47
H 0.9556 0.8833 -0.7413 0.44
H -0.4569 0.0091 1.2843 0.31
H -2.4276 0.6777 -0.9967 0.27
H -0.7058 1.8003 -0.1969 0.33
H -2.1378 1.5713 1.3317 0.19
Cl -1.5419 -1.5776 -0.1043 -0.18

Most stable structure - run A; separation to the second - 2.978 eV.

Run A
10
Properties=species:S:1:pos:R:3:mulliken_charge:R:1 method="wB97M-V/def2-TZVPD" orbital_gap_ev=7.96 e_lumo_ev=3.805 e_homo_ev=-4.159 total_charge=-1
C -1.9506 -0.2595 -0.3712 -0.41
C -0.7748 0.2952 -0.2037 -0.40
C 0.9855 -0.6968 0.1669 0.56
C 1.8292 0.4139 0.6360 0.21
O 0.8984 -1.8428 -0.1251 -0.51
O 2.1040 0.7646 1.7715 -0.60
S 2.4077 0.9867 -0.9056 -0.45
H -2.9487 0.2662 -0.4304 0.22
H -2.0773 -1.3446 -0.3209 0.23
H -0.4735 1.4172 -0.2175 0.14

Run B
10
Properties=species:S:1:pos:R:3:mulliken_charge:R:1 method="wB97M-V/def2-TZVPD" orbital_gap_ev=6.65 e_lumo_ev=3.513 e_homo_ev=-3.133 total_charge=-1
C 1.0237 -0.1478 0.1102 -0.54
C -0.7921 -1.1657 0.1212 0.31
C 0.1726 0.9326 0.2242 0.81
C -1.2441 0.2535 0.2578 -0.34
O -1.2855 -2.2607 0.1092 -0.50
O 0.3761 2.1541 0.3076 -0.78
S 2.6716 -0.4813 -0.1878 -0.36
H -1.8673 0.5710 -0.5866 0.17
H -1.8086 0.4420 1.1784 0.19
H 2.7537 -0.2975 -1.5340 0.03

Most stable structure - run A; separation to the second - 0.351 eV.

Run A
10
Properties=species:S:1:pos:R:3:mulliken_charge:R:1 method="wB97M-V/def2-TZVPD" orbital_gap_ev="5.50 / 7.07" multiplicity=3 e_lumo_ev="0.771 / -4.361" e_homo_ev="-4.729 / -11.428"
C -1.2416 -0.3076 -0.3203 -0.90
N 0.3338 0.7808 0.8850 -0.13
N -0.1004 0.4633 -0.5007 0.19
O 2.4269 0.5665 -0.5742 -0.26
O 1.5021 -1.5095 0.2258 -0.22
S 1.3559 -0.1320 -0.0316 0.09
H -1.4904 -0.8074 -1.2628 0.28
H -1.0349 -1.0755 0.3815 0.38
H -2.0542 0.1633 0.1209 0.37
H 0.3028 1.8582 1.0763 0.21

Run B
10
Properties=species:S:1:pos:R:3:mulliken_charge:R:1 method="wB97M-V/def2-TZVPD" orbital_gap_ev="6.85 / 7.14" multiplicity=3 e_lumo_ev="0.515 / -3.808" e_homo_ev="-6.339 / -10.952"
C -0.4386 1.6018 -0.8048 -0.66
N 0.0919 0.5031 -0.6174 -0.07
N -0.5998 -0.3174 1.6016 -0.40
O 1.1633 1.5475 1.5091 -0.51
O 1.8415 -0.7044 0.8331 -0.59
S 0.7855 0.3018 0.9301 1.02
H -0.7743 1.6858 -1.7634 0.35
H -0.4398 2.4747 -0.0669 0.34
H -1.3684 0.3115 1.7378 0.25
H -0.7287 -1.3929 1.6094 0.27

Most stable structure - run B; separation to the second - 3.325 eV.